Computed, not measured: a 2-piece molecular cluster, C5H11ISi overall in a non-equilibrium geometry, with wB97M-V/def2-TZVPD.

The calculation puts the LUMO energy at -0.48 eV. The energy comes out at -784.1512 a.u. The HOMO energy is -7.65 eV. As for the SMILES: C=C(C)C=[SiH2].CI.

Each line ends with the Löwdin charge.
Cartesian coordinates (Å):
1 C 0.847 -1.479 -1.638  0.0104
2 C -0.104 -1.019 -0.761  -0.4150
3 C -1.567 -0.715 -1.194  -0.0854
4 C 0.119 -0.870 0.735  -0.3191
5 Si 1.672 -1.323 1.534  0.7608
6 H 1.844 -1.615 -1.342  0.0160
7 H 0.551 -1.709 -2.588  0.0254
8 H -2.018 -1.682 -1.521  0.0943
9 H -2.189 -0.351 -0.480  -0.0173
10 H -1.390 -0.064 -2.035  0.0711
11 H -0.697 -0.324 1.232  0.0147
12 H 2.820 -1.827 0.931  -0.1324
13 H 1.355 -1.570 3.043  -0.0754
14 C 0.032 2.902 0.873  -0.5278
15 I -2.121 2.774 0.508  0.6168
16 H 0.289 1.967 1.379  -0.0457
17 H 0.448 3.045 -0.153  0.0015
18 H 0.110 3.861 1.477  0.0071

=====

Computed, not measured: a 5-piece molecular cluster, C36H78ClN3O2 overall in a non-equilibrium geometry, with wB97M-V/def2-TZVPD.

The calculation puts the LUMO energy at 0.46 eV. The energy comes out at -2193.2936 a.u. The HOMO energy is -9.33 eV. As for the SMILES: [H]/N=C\C[C@@](CCCCCN)(C/C(C)=N/[H])OC(=O)Cl.CCCCCC.CCCCCC.CCCCCC.CCCCCC.

Each line ends with the Löwdin charge.
Cartesian coordinates (Å):
1 H 3.820 -3.525 -0.894  0.0361
2 N 2.896 -3.709 -0.464  0.0686
3 C 1.948 -3.297 -1.294  -0.2029
4 C 2.427 -2.670 -2.689  -0.0861
5 C 2.258 -1.052 -2.773  -0.3631
6 C 0.860 -0.576 -2.108  -0.1354
7 C 0.561 0.980 -2.313  -0.1755
8 C -1.025 1.295 -2.165  -0.1843
9 C -1.678 0.626 -0.833  -0.1805
10 C -2.859 -0.390 -1.289  -0.2901
11 N -2.322 -1.737 -1.638  -0.0357
12 C 3.514 -0.245 -2.200  -0.0795
13 C 3.508 0.016 -0.631  -0.3403
14 C 4.296 1.338 -0.120  -0.0630
15 N 2.966 -0.742 0.287  0.1210
16 H 3.138 -0.294 1.212  0.0607
17 O 2.071 -0.786 -4.224  -0.0737
18 C 3.302 -0.764 -4.901  -0.7373
19 O 3.999 -1.736 -5.212  0.0436
20 Cl 3.937 0.884 -5.455  0.6138
21 H 0.876 -3.450 -0.956  0.1026
22 H 3.497 -2.991 -2.972  0.1107
23 H 1.764 -3.110 -3.527  0.1348
24 H 0.031 -1.157 -2.665  0.1256
25 H 0.766 -0.872 -1.016  0.0920
26 H 0.840 1.311 -3.380  0.1165
27 H 1.157 1.661 -1.603  0.1121
28 H -1.604 0.928 -3.088  0.1120
29 H -1.203 2.432 -2.080  0.0945
30 H -0.917 0.123 -0.149  0.1028
31 H -2.210 1.414 -0.178  0.0928
32 H -3.633 -0.503 -0.435  0.1056
33 H -3.453 0.015 -2.181  0.1129
34 H -3.084 -2.332 -1.996  0.0696
35 H -1.914 -2.168 -0.795  0.0601
36 H 4.487 -0.829 -2.426  0.1442
37 H 3.665 0.788 -2.690  0.1065
38 H 4.737 1.100 0.919  0.0813
39 H 5.202 1.586 -0.781  0.0808
40 H 3.619 2.247 -0.020  0.0784
41 C 6.361 -8.557 -2.520  -0.1153
42 C 5.774 -8.354 -3.911  -0.2732
43 C 5.691 -6.884 -4.325  -0.2268
44 C 4.783 -6.009 -3.455  -0.2296
45 C 3.329 -6.472 -3.353  -0.2666
46 C 2.600 -6.470 -4.690  -0.1081
47 H 5.737 -8.099 -1.748  0.0661
48 H 6.435 -9.624 -2.295  0.0691
49 H 7.364 -8.128 -2.454  0.0746
50 H 4.788 -8.824 -3.966  0.0984
51 H 6.406 -8.881 -4.634  0.1039
52 H 5.356 -6.832 -5.366  0.1018
53 H 6.699 -6.454 -4.313  0.1096
54 H 4.804 -4.988 -3.855  0.0994
55 H 5.202 -5.943 -2.445  0.1009
56 H 2.801 -5.799 -2.669  0.0812
57 H 3.275 -7.469 -2.905  0.1015
58 H 2.609 -5.473 -5.139  0.0713
59 H 1.556 -6.766 -4.549  0.0707
60 H 3.049 -7.172 -5.396  0.0662
61 C -0.950 4.376 0.810  -0.1121
62 C -1.935 5.414 1.330  -0.2699
63 C -3.397 4.996 1.165  -0.2203
64 C -3.863 4.796 -0.281  -0.2233
65 C -3.698 6.009 -1.197  -0.2669
66 C -4.514 7.216 -0.755  -0.1060
67 H -1.060 4.218 -0.266  0.0556
68 H 0.076 4.709 0.992  0.0711
69 H -1.088 3.417 1.316  0.0724
70 H -1.751 6.374 0.838  0.1000
71 H -1.739 5.573 2.396  0.1019
72 H -4.031 5.744 1.652  0.0848
73 H -3.563 4.061 1.713  0.1111
74 H -4.920 4.507 -0.263  0.1111
75 H -3.328 3.947 -0.721  0.0887
76 H -4.017 5.725 -2.206  0.1051
77 H -2.642 6.288 -1.278  0.1001
78 H -5.578 6.970 -0.704  0.0784
79 H -4.391 8.035 -1.469  0.0738
80 H -4.195 7.581 0.223  0.0401
81 C -4.855 9.348 6.914  -0.1152
82 C -5.195 10.002 5.581  -0.2732
83 C -5.417 8.995 4.451  -0.2271
84 C -4.202 8.132 4.095  -0.2254
85 C -2.946 8.906 3.690  -0.2646
86 C -3.133 9.745 2.434  -0.1023
87 H -3.915 8.794 6.864  0.0655
88 H -4.748 10.110 7.691  0.0695
89 H -5.646 8.659 7.224  0.0750
90 H -4.409 10.714 5.311  0.0984
91 H -6.111 10.588 5.706  0.1044
92 H -5.752 9.537 3.561  0.1015
93 H -6.243 8.330 4.727  0.1099
94 H -4.486 7.463 3.274  0.0934
95 H -3.957 7.482 4.941  0.1030
96 H -2.141 8.185 3.510  0.0969
97 H -2.607 9.544 4.512  0.0998
98 H -3.435 9.121 1.589  0.0514
99 H -2.193 10.238 2.168  0.0730
100 H -3.886 10.523 2.575  0.0693
101 C -1.049 -5.397 0.717  -0.1163
102 C -0.068 -5.130 1.852  -0.2705
103 C 1.009 -6.207 1.989  -0.2272
104 C 0.495 -7.610 2.325  -0.2297
105 C -0.329 -7.715 3.609  -0.2756
106 C 0.453 -7.345 4.861  -0.1165
107 H -1.615 -6.317 0.881  0.0667
108 H -1.768 -4.577 0.640  0.0594
109 H -0.526 -5.479 -0.240  0.0663
110 H -0.616 -5.013 2.791  0.0986
111 H 0.426 -4.170 1.664  0.0956
112 H 1.725 -5.889 2.753  0.1031
113 H 1.575 -6.262 1.052  0.1020
114 H 1.357 -8.282 2.401  0.1090
115 H -0.106 -7.987 1.490  0.1000
116 H -0.678 -8.749 3.711  0.1032
117 H -1.228 -7.095 3.539  0.0976
118 H 1.337 -7.979 4.971  0.0748
119 H -0.170 -7.480 5.749  0.0685
120 H 0.777 -6.301 4.842  0.0655

=====

Computed, not measured: a 11-piece molecular cluster, C10H43NO11 overall in a non-equilibrium geometry, with wB97M-V/def2-TZVPD.

The calculation puts the LUMO energy at 0.36 eV. The energy comes out at -1289.0512 a.u. The HOMO energy is -9.64 eV. As for the SMILES: COC[C@H](C)N.CO.CO.CO.CO.CO.CO.O.O.O.O.

Each line ends with the Löwdin charge.
Cartesian coordinates (Å):
1 C -1.483 2.349 2.172  -0.1494
2 O -0.280 2.611 2.751  -0.2310
3 C 0.172 1.828 3.898  -0.1439
4 C 1.350 2.433 4.669  -0.4496
5 C 2.623 2.957 3.947  -0.0374
6 N 1.558 1.424 5.642  0.0210
7 H -1.525 1.275 1.933  0.0848
8 H -1.500 2.942 1.239  0.0958
9 H -2.380 2.694 2.706  0.0907
10 H -0.632 1.698 4.644  0.1284
11 H 0.418 0.838 3.495  0.1155
12 H 0.925 3.301 5.162  0.1360
13 H 2.387 3.865 3.415  0.0698
14 H 3.055 2.195 3.283  0.0796
15 H 3.271 3.162 4.811  0.0777
16 H 1.919 1.668 6.555  0.0822
17 H 2.225 0.753 5.281  0.0814
18 C -1.104 -0.370 -4.479  -0.1453
19 O -1.939 -1.266 -5.253  -0.1474
20 H -0.080 -0.299 -4.965  0.1003
21 H -1.582 0.595 -4.585  0.0601
22 H -1.072 -0.675 -3.411  0.0665
23 H -1.691 -2.126 -4.841  0.0593
24 C 0.142 -2.712 3.063  -0.0931
25 O 0.830 -1.756 2.230  -0.1636
26 H -0.433 -3.368 2.416  0.0809
27 H 0.896 -3.277 3.662  0.0950
28 H -0.432 -2.079 3.702  0.0711
29 H 1.634 -2.175 1.859  0.1075
30 C 0.346 -4.358 -2.582  -0.2117
31 O -0.089 -3.905 -3.781  -0.0923
32 H -0.493 -4.314 -1.891  0.0630
33 H 0.717 -5.385 -2.542  0.0847
34 H 1.039 -3.705 -2.068  0.0720
35 H 0.653 -3.661 -4.353  0.1029
36 C -2.778 2.041 -1.798  -0.0830
37 O -2.059 2.868 -2.764  -0.1302
38 H -3.275 1.206 -2.278  0.0739
39 H -2.068 1.635 -1.087  0.0663
40 H -3.507 2.654 -1.246  0.0860
41 H -2.639 3.088 -3.468  0.0764
42 C -3.461 -4.138 -1.321  -0.1572
43 O -2.702 -3.175 -0.587  -0.1388
44 H -4.529 -4.085 -1.080  0.0752
45 H -3.318 -4.060 -2.393  0.0721
46 H -3.090 -5.120 -0.976  0.0853
47 H -2.863 -2.301 -0.955  0.0681
48 C 0.525 -0.790 -0.815  -0.0675
49 O -0.011 -0.021 0.341  -0.1731
50 H -0.001 -1.745 -0.841  0.0649
51 H 0.251 -0.220 -1.697  0.0561
52 H 1.589 -0.902 -0.727  0.0646
53 H 0.199 -0.538 1.120  0.0099
54 O 0.544 2.868 -2.824  -0.0773
55 H 0.814 3.127 -1.918  0.0335
56 H -0.418 2.786 -2.777  -0.0389
57 O 2.841 0.374 -3.393  -0.0852
58 H 3.120 0.604 -2.490  -0.0037
59 H 2.026 0.894 -3.515  0.0100
60 O 1.377 2.475 0.554  -0.0421
61 H 1.151 2.749 1.445  0.0065
62 H 0.877 1.678 0.502  -0.0211
63 O 3.839 0.618 -0.368  -0.0582
64 H 3.355 1.406 -0.080  0.0193
65 H 4.768 0.871 -0.351  0.0465

=====

Computed, not measured: C12H13I2LuNO6STb as an isolated structure in a non-equilibrium geometry, with wB97M-V/def2-TZVPD.

The calculation puts the LUMO energy (spin up / spin down) at -15.50 / -16.62 eV. The energy comes out at -4023.1185 a.u. Its spin multiplicity is 7. The HOMO energy (spin up / spin down) is -23.00 / -22.87 eV. The net charge is +4. Its expectation value of S² is 12.830.

Each line ends with the Löwdin spin population.
Cartesian coordinates (Å):
1 I 1.432 -4.076 -1.040  0.8862
2 I 1.059 4.029 -1.144  0.8827
3 Lu 0.333 1.824 0.482  0.0286
4 Tb 0.221 -1.869 0.514  4.0804
5 S 1.094 0.002 -1.174  0.0045
6 C -2.039 -1.983 -0.623  0.0008
7 C -2.079 -1.527 1.724  0.0009
8 C 0.517 0.036 -2.981  0.0024
9 C 1.317 1.130 -3.680  0.0305
10 C -0.979 0.314 -3.022  0.0003
11 C 0.844 -1.323 -3.589  0.0263
12 C -1.853 1.836 1.607  -0.0004
13 C -1.941 2.105 -0.292  0.0000
14 O -3.096 -1.698 2.237  0.0007
15 O -3.127 -2.060 -1.022  0.0002
16 O -2.798 1.907 2.305  -0.0002
17 O -2.968 2.309 -0.808  -0.0010
18 H 1.072 1.124 -4.750  0.0004
19 H 2.391 0.944 -3.567  0.0001
20 H 1.102 2.127 -3.268  0.0315
21 H -1.286 0.334 -4.074  0.0000
22 H -1.225 1.275 -2.562  0.0005
23 H -1.554 -0.458 -2.502  0.0000
24 H 0.595 -1.302 -4.657  0.0009
25 H 0.282 -2.139 -3.115  0.0182
26 H 1.910 -1.550 -3.478  0.0032
27 O 1.104 2.112 2.469  0.0022
28 C 1.044 0.963 3.018  0.0000
29 C 1.051 0.662 4.476  -0.0003
30 C 0.969 -0.854 4.535  0.0002
31 C 0.892 -1.258 3.102  0.0035
32 O 0.760 -2.424 2.610  -0.0039
33 N 0.893 -0.169 2.262  0.0003
34 H 1.958 1.048 4.956  0.0000
35 H 0.185 1.124 4.971  0.0000
36 H 1.849 -1.307 5.009  0.0000
37 H 0.075 -1.211 5.071  0.0001

=====

Computed, not measured: the molecule C21H27NO3, with wB97M-V/def2-TZVPD.

The calculation puts the LUMO energy at 0.69 eV. The energy comes out at -1096.9039 a.u. The HOMO energy is -8.54 eV. As for the SMILES: CC1(C)C[C@@H](C(=O)NCC[C@@H](c2ccccc2)c2ccco2)CCO1.

Each line ends with the Löwdin charge.
Cartesian coordinates (Å):
1 C 2.663 0.769 -1.298  -0.0006
2 C 3.511 -0.480 -1.027  -0.5513
3 C 4.767 -0.431 -1.901  -0.0192
4 C 3.927 -0.575 0.453  -0.0809
5 C 2.784 -1.005 1.388  -0.2025
6 C 1.898 0.197 1.723  -0.4781
7 O 2.389 1.262 2.042  0.0643
8 N 0.561 0.001 1.715  0.0885
9 C -0.373 1.048 2.061  -0.1543
10 C -0.946 1.766 0.835  -0.1157
11 C -1.590 0.799 -0.170  -0.2077
12 C -2.588 -0.121 0.500  -0.1960
13 C -2.382 -1.494 0.517  -0.0385
14 C -3.287 -2.337 1.140  -0.0777
15 C -4.413 -1.814 1.752  -0.0896
16 C -4.632 -0.447 1.730  -0.0717
17 C -3.728 0.393 1.107  -0.0261
18 C -2.257 1.536 -1.291  -0.2482
19 C -2.907 2.733 -1.361  -0.0259
20 C -3.361 2.860 -2.697  -0.0597
21 C -2.958 1.732 -3.337  -0.1190
22 O -2.289 0.926 -2.495  0.0600
23 C 2.113 -2.249 0.804  -0.1199
24 C 1.720 -2.014 -0.656  -0.1998
25 O 2.830 -1.667 -1.441  -0.0885
26 H 3.276 1.657 -1.176  0.0974
27 H 2.283 0.738 -2.317  0.0960
28 H 1.825 0.847 -0.613  0.0560
29 H 4.484 -0.316 -2.943  0.0863
30 H 5.399 0.401 -1.606  0.0885
31 H 5.323 -1.359 -1.799  0.0862
32 H 4.304 0.394 0.781  0.1258
33 H 4.732 -1.308 0.533  0.1273
34 H 3.235 -1.270 2.354  0.1551
35 H 0.169 -0.883 1.442  0.1031
36 H 0.172 1.771 2.674  0.1236
37 H -1.183 0.610 2.650  0.1251
38 H -1.686 2.486 1.183  0.1131
39 H -0.149 2.317 0.333  0.1266
40 H -0.807 0.181 -0.624  0.1279
41 H -1.515 -1.916 0.025  0.1063
42 H -3.113 -3.403 1.144  0.1031
43 H -5.119 -2.469 2.239  0.1010
44 H -5.514 -0.034 2.198  0.1040
45 H -3.909 1.457 1.082  0.1149
46 H -3.042 3.447 -0.576  0.1080
47 H -3.909 3.680 -3.114  0.0991
48 H -3.075 1.397 -4.348  0.1178
49 H 1.252 -2.573 1.392  0.1116
50 H 2.845 -3.061 0.824  0.1262
51 H 1.332 -2.936 -1.101  0.1301
52 H 0.940 -1.242 -0.729  0.0973